1.
{"formula": "C26H37N7O2", "method": "the ωB97M-V functional and the def2-TZVPD basis", "species": ["C", "H", "C", "C", "N", "C", "C", "N", "C", "C", "H", "H", "H", "H", "C", "C", "N", "N", "N", "N", "C", "C", "C", "C", "C", "C", "H", "H", "H", "H", "H", "H", "H", "H", "H", "H", "H", "C", "C", "C", "C", "C", "C", "C", "C", "N", "C", "O", "H", "H", "H", "O", "C", "C", "H", "H", "H", "H", "H", "H", "H", "H", "H", "H", "H", "H", "H", "H", "H", "H", "H", "H"], "xyz": [[-2.5588, -4.7990, 0.4190], [-3.5424, -4.4398, 0.1245], [-1.5055, -3.7205, 0.1973], [-0.1132, -4.2294, 0.6082], [1.0217, -3.3482, 0.4748], [1.1249, -2.2230, 1.3733], [0.5181, -0.9217, 0.8277], [1.1421, -0.6250, -0.4484], [0.8566, -1.6906, -1.3929], [1.4606, -2.9958, -0.8558], [1.2332, -3.8152, -1.5389], [2.5499, -2.8698, -0.8150], [1.3125, -1.4442, -2.3538], [-0.2269, -1.8083, -1.5521], [0.8560, 0.7143, -0.9793], [1.4518, 1.7226, -0.0634], [0.8611, 2.3947, 0.9008], [1.7922, 3.1572, 1.4555], [2.9148, 2.9891, 0.8940], [2.7598, 2.0903, -0.0758], [3.8258, 1.6112, -0.9235], [5.0037, 2.5880, -0.9416], [5.8070, 2.5805, 0.3578], [6.2388, 1.1655, 0.7269], [5.0140, 0.2658, 0.8515], [4.2636, 0.2111, -0.4749], [4.9161, -0.2017, -1.2465], [3.3806, -0.4268, -0.3902], [5.3123, -0.7437, 1.1410], [4.3574, 0.6568, 1.6319], [6.7878, 1.1823, 1.6698], [6.9048, 0.7674, -0.0431], [5.1943, 2.9942, 1.1587], [6.6830, 3.2199, 0.2347], [4.6335, 3.5961, -1.1370], [5.6531, 2.2984, -1.7710], [3.4059, 1.5432, -1.9366], [-0.6078, 0.9526, -1.2659], [-1.5238, 1.2754, -0.3250], [-2.9104, 1.4016, -0.6426], [-3.8687, 1.7358, 0.3229], [-5.2020, 1.8424, -0.0233], [-5.5844, 1.6068, -1.3564], [-4.6576, 1.2805, -2.3139], [-3.3074, 1.1744, -1.9708], [-2.3512, 0.8572, -2.8991], [-1.0046, 0.7325, -2.6548], [-0.2380, 0.4629, -3.5678], [-2.6391, 0.7152, -3.8604], [-4.9652, 1.1066, -3.3344], [-6.6300, 1.6963, -1.6036], [-6.2205, 2.1790, 0.8103], [-5.9642, 2.3896, 2.1856], [-5.8014, 1.0854, 2.9610], [-4.9462, 0.5199, 2.5995], [-6.6919, 0.4732, 2.8432], [-5.6595, 1.3035, 4.0158], [-5.0897, 3.0375, 2.3201], [-6.8474, 2.9251, 2.5447], [-3.5220, 1.9122, 1.3284], [-1.2062, 1.4761, 0.6870], [1.3789, 0.7687, -1.9448], [0.7258, -0.1083, 1.5258], [-0.5751, -1.0213, 0.7298], [0.6559, -2.4772, 2.3249], [2.1934, -2.0446, 1.5492], [0.1129, -5.1244, 0.0183], [-0.1538, -4.5333, 1.6597], [-1.4988, -3.4384, -0.8572], [-1.7666, -2.8389, 0.7859], [-2.3267, -5.6850, -0.1680], [-2.5973, -5.0852, 1.4680]], "forces_ev_per_angstrom": [[0.1, 0.2, -0.1], [-0.1, -0.1, 0.0], [0.1, -0.2, 0.1], [-0.2, 0.1, -0.1], [0.0, 0.0, 0.0], [-0.1, 0.2, 0.0], [0.1, -0.2, 0.3], [-0.1, 0.0, 0.0], [0.2, -0.3, -0.1], [-0.1, 0.1, -0.1], [0.0, 0.0, 0.0], [0.0, 0.0, -0.2], [0.0, 0.0, 0.0], [0.0, 0.0, 0.0], [0.0, -0.2, -0.2], [0.6, 0.3, 0.1], [-0.5, -0.5, -0.5], [-0.2, 0.6, 0.8], [1.1, 0.3, -0.1], [-1.5, -0.1, 0.2], [0.7, -0.3, -0.6], [-0.2, 0.2, 0.2], [0.2, -0.1, -0.1], [-0.1, 0.1, 0.2], [0.2, -0.1, -0.2], [-0.1, 0.0, 0.2], [0.0, 0.0, -0.1], [0.1, 0.0, -0.1], [-0.1, 0.0, 0.1], [0.0, 0.0, 0.1], [0.1, 0.0, 0.0], [0.1, -0.1, 0.0], [0.2, 0.0, 0.0], [0.0, 0.1, 0.0], [0.0, 0.0, -0.1], [0.0, 0.0, 0.0], [0.0, 0.1, 0.2], [0.0, 0.0, 0.2], [0.2, -0.1, -0.3], [-0.4, -0.1, -0.6], [-0.3, 0.1, 0.0], [0.2, -0.1, -0.1], [0.1, 0.0, 0.2], [0.0, 0.0, 0.1], [-0.1, 0.2, 0.7], [0.0, -0.1, -0.4], [-0.3, 0.1, -0.1], [0.2, -0.1, -0.1], [0.2, 0.0, 0.1], [-0.1, 0.0, -0.1], [-0.1, 0.0, 0.0], [-0.1, 0.0, -0.2], [0.0, -0.1, 0.4], [0.0, 0.3, -0.3], [0.1, -0.1, 0.0], [-0.1, -0.1, 0.0], [0.0, 0.0, 0.1], [-0.1, 0.0, 0.0], [0.2, 0.0, 0.0], [0.0, 0.0, 0.1], [0.0, 0.0, 0.1], [-0.1, 0.0, 0.2], [0.0, 0.0, 0.0], [0.1, 0.0, 0.0], [0.0, 0.0, 0.0], [0.0, 0.1, 0.1], [-0.1, -0.1, 0.1], [0.0, -0.1, 0.0], [0.0, 0.1, 0.0], [0.0, 0.1, -0.1], [0.0, -0.1, 0.0], [0.0, -0.1, 0.1]], "orbital_gap_ha": 0.2984, "e_above_lowest_kcal_mol": 21.22}

---

2.
{"formula": "C26H38Br51NO4SSi", "method": "the ωB97M-V functional and the def2-TZVPD basis", "species": ["C", "Si", "C", "C", "O", "C", "C", "C", "C", "C", "C", "N", "O", "S", "O", "O", "H", "H", "H", "H", "H", "H", "H", "H", "H", "H", "H", "H", "H", "H", "H", "H", "H", "H", "H", "H", "H", "C", "Br", "Br", "Br", "H", "C", "Br", "Br", "Br", "H", "C", "Br", "Br", "Br", "H", "C", "Br", "Br", "Br", "H", "C", "Br", "Br", "Br", "H", "C", "Br", "Br", "Br", "H", "C", "Br", "Br", "Br", "H", "C", "Br", "Br", "Br", "H", "C", "Br", "Br", "Br", "H", "C", "Br", "Br", "Br", "H", "C", "Br", "Br", "Br", "H", "C", "Br", "Br", "Br", "H", "C", "Br", "Br", "Br", "H", "C", "Br", "Br", "Br", "H", "C", "Br", "Br", "Br", "H", "C", "Br", "Br", "Br", "H", "C", "Br", "Br", "Br", "H"], "xyz": [[8.6250, -1.9127, 0.1402], [7.5901, -0.9270, -1.1502], [8.8709, -0.0691, -2.3660], [6.7182, 0.5074, -0.2072], [6.5400, -1.9006, -2.1678], [5.8021, -2.9195, -1.4057], [4.1704, -2.8506, -1.5466], [3.5220, -1.3506, -1.4176], [2.9237, -0.9991, 0.0896], [2.3664, 0.5773, 0.1229], [2.2673, 1.2630, -1.3629], [1.7451, 2.7002, -1.1547], [1.4549, 0.5203, -2.3406], [2.0518, -1.0615, -2.6039], [0.9695, -2.1095, -2.2385], [2.6081, -1.2707, -4.0601], [8.5741, -3.0450, -0.1510], [9.7022, -1.4561, 0.1676], [8.0572, -1.7919, 1.1835], [9.5161, -0.8785, -2.9224], [8.2174, 0.5845, -3.1089], [9.5252, 0.6794, -1.7486], [6.7895, 0.2809, 0.9434], [7.2571, 1.5302, -0.4922], [5.5849, 0.6582, -0.4562], [6.0736, -2.9712, -0.2638], [6.1288, -3.9743, -1.8595], [3.8461, -3.2953, -2.6054], [3.7308, -3.5255, -0.6656], [4.3333, -0.5724, -1.7485], [1.9508, -1.6611, 0.2819], [3.6981, -1.1485, 0.9541], [3.1629, 1.1716, 0.7797], [1.3191, 0.5940, 0.6888], [3.3779, 1.4127, -1.7742], [1.9977, 3.1677, -2.0771], [2.4481, 3.1210, -0.4780], [-1.0911, -1.9032, 1.9052], [-0.7434, -0.6261, 0.4796], [0.5555, -2.6270, 2.6461], [-2.2374, -1.1522, 3.2860], [-1.6360, -2.7411, 1.4580], [-1.1342, -4.9981, -2.6247], [-2.5942, -3.8985, -3.2908], [-1.0054, -4.9323, -0.6848], [-1.2469, -6.8259, -3.2811], [-0.2066, -4.5724, -3.0214], [5.9925, 2.4539, -5.3013], [4.5842, 1.2844, -4.6431], [5.3650, 3.6044, -6.7389], [6.8162, 3.4745, -3.8646], [6.7713, 1.8103, -5.7236], [-2.7954, 2.8479, 4.0087], [-4.6161, 3.4409, 3.6655], [-1.5695, 3.4307, 2.6153], [-2.1837, 3.3760, 5.7783], [-2.8063, 1.7531, 3.9876], [12.3568, -4.2262, 0.3194], [10.7899, -4.9163, 1.2430], [11.8970, -3.4457, -1.4021], [13.3643, -2.9870, 1.4302], [13.0117, -5.0805, 0.1185], [-6.1246, -3.3591, 3.9669], [-6.1379, -4.5204, 2.4063], [-4.7808, -3.9044, 5.2635], [-5.9371, -1.4866, 3.4741], [-7.0999, -3.4657, 4.4532], [-5.0967, -0.4240, -4.1182], [-6.5566, 0.6756, -4.7843], [-4.9679, -0.3583, -2.1783], [-5.2093, -2.2518, -4.7746], [-4.1690, 0.0016, -4.5148], [-6.7780, 5.8773, 0.3688], [-5.7437, 7.4980, 0.6649], [-5.6568, 4.4006, -0.2200], [-7.8411, 5.4023, 1.9272], [-7.4799, 6.0899, -0.4444], [4.0318, -5.0307, -5.3225], [2.4648, -5.7208, -4.3990], [3.5720, -4.2502, -7.0440], [5.0392, -3.7915, -4.2117], [4.6866, -5.8850, -5.5234], [4.6456, 6.9086, -3.9496], [3.2372, 5.7391, -3.2913], [4.0180, 8.0591, -5.3871], [5.4693, 7.9292, -2.5128], [5.4243, 6.2650, -4.3719], [-5.9223, -0.8241, 7.3676], [-6.0764, -2.6026, 8.1407], [-7.5679, 0.1948, 7.5622], [-4.3863, 0.1403, 8.0712], [-5.7527, -0.9557, 6.2939], [-10.7006, -0.3448, 4.9076], [-12.6423, -0.3959, 5.0150], [-9.9430, -2.1179, 4.6496], [-10.0832, 0.9099, 3.5553], [-10.3364, 0.0211, 5.8733], [2.4983, -0.2965, 5.5343], [0.5566, -0.3476, 5.6417], [3.2558, -2.0696, 5.2763], [3.1156, 0.9582, 4.1819], [2.8624, 0.0694, 6.5000], [-6.4851, -4.8284, -2.2363], [-5.1114, -5.7704, -1.2313], [-7.6492, -6.0559, -3.1966], [-7.4946, -3.6047, -1.1104], [-5.9711, -4.2208, -2.9883], [7.2028, 6.9801, -9.1928], [7.5091, 5.0615, -9.0964], [5.9954, 7.5915, -7.7954], [8.8715, 7.9802, -9.1962], [6.7098, 7.1775, -10.1504], [-16.0657, 0.6361, 6.3736], [-17.1815, 1.4556, 5.0069], [-14.9750, 1.9520, 7.3024], [-17.1109, -0.4412, 7.6111], [-15.3782, -0.0438, 5.8597], [-10.7713, 4.8335, 5.4222], [-12.3460, 3.7475, 5.7761], [-9.1449, 3.7663, 5.4051], [-10.9661, 5.8821, 3.7953], [-10.6794, 5.5432, 6.2510]], "forces_ev_per_angstrom": [[-1.0, -0.5, 0.7], [0.9, 0.6, -1.2], [-0.6, 0.3, -0.4], [-0.8, 1.0, 0.5], [0.1, 0.0, 2.6], [-0.5, -1.4, 0.0], [-1.2, -0.1, 0.1], [0.9, 0.7, 1.6], [-1.3, 0.6, -0.7], [0.5, -0.5, 0.5], [2.4, 1.3, 2.0], [1.7, -1.0, -1.5], [1.5, -1.4, 0.8], [-0.6, -4.7, -3.1], [3.2, 4.1, -0.9], [-2.0, 1.8, 5.3], [0.6, 2.1, 0.7], [-2.0, -1.2, 0.1], [1.6, -0.3, -2.1], [-1.2, 1.8, 1.0], [1.6, -1.4, 1.2], [-1.0, -1.5, -1.2], [-0.1, 0.7, -2.1], [-1.1, -2.2, 0.8], [2.0, -0.3, 0.4], [-0.4, 0.4, -2.1], [-0.8, 2.2, 1.2], [0.4, 1.2, 3.3], [0.8, 1.5, -2.0], [-1.6, -1.4, 0.5], [2.4, 1.1, -0.5], [-1.4, 0.1, -1.9], [-1.8, -0.9, -1.6], [2.6, 0.3, -1.4], [-2.3, -0.9, 0.5], [-0.6, -0.5, 1.5], [-1.2, -0.7, -1.0], [-0.1, -0.1, -0.2], [-0.6, -0.6, 0.4], [-0.4, 0.2, -0.2], [0.3, -0.2, -0.3], [0.2, 0.4, 0.2], [0.2, 0.2, -0.1], [0.5, -0.3, 0.2], [0.0, -0.1, -0.4], [0.0, 0.4, 0.2], [-0.4, -0.1, 0.2], [-0.1, -0.2, -0.1], [0.3, 0.2, -0.2], [0.1, -0.3, 0.6], [-0.2, -0.1, -0.3], [-0.3, 0.3, 0.2], [0.0, -0.2, 0.0], [0.4, -0.1, 0.1], [-0.3, -0.2, 0.4], [-0.1, -0.1, -0.4], [0.0, 0.5, 0.0], [0.1, -0.2, 0.0], [0.4, 0.2, -0.2], [0.1, -0.2, 0.4], [-0.3, -0.3, -0.3], [-0.3, 0.4, 0.1], [-0.2, -0.2, 0.0], [0.1, 0.4, 0.4], [-0.1, 0.1, -0.7], [-0.1, -0.4, 0.1], [0.4, 0.1, -0.2], [0.2, 0.2, 0.1], [0.3, -0.3, 0.2], [-0.1, -0.1, -0.5], [-0.1, 0.5, 0.0], [-0.4, -0.2, 0.2], [-0.1, 0.0, -0.2], [-0.2, -0.4, 0.0], [-0.3, 0.4, 0.2], [0.3, 0.1, -0.3], [0.3, -0.1, 0.4], [0.3, -0.1, -0.2], [0.3, 0.2, -0.2], [0.1, -0.2, 0.5], [0.4, -0.9, -2.2], [-0.3, 0.4, 0.1], [0.2, -0.1, -0.1], [0.3, 0.3, -0.2], [-0.2, -0.2, 0.7], [-0.3, -0.3, -0.4], [-0.3, 0.2, 0.1], [0.1, -0.1, -0.2], [-0.2, 0.7, 0.2], [0.4, -0.2, 0.0], [-0.4, -0.2, -0.2], [-0.1, 0.1, 0.4], [0.2, 0.2, 0.1], [0.5, 0.0, -0.1], [-0.2, 0.4, 0.0], [-0.3, -0.6, 0.2], [-0.2, -0.2, -0.4], [-0.1, 0.1, 0.3], [0.6, 0.1, 0.0], [-0.2, 0.4, 0.0], [-0.2, -0.3, 0.2], [-0.1, -0.2, -0.5], [0.1, 0.1, -0.1], [-0.4, 0.2, -0.1], [0.3, 0.3, 0.3], [0.3, -0.3, -0.3], [-0.2, -0.3, 0.4], [-0.1, 0.1, -0.3], [0.0, 0.6, -0.1], [0.6, -0.4, -0.5], [-0.4, -0.3, 0.0], [0.3, -0.1, 0.4], [0.1, -0.1, -0.1], [0.3, -0.2, 0.4], [-0.4, -0.3, -0.2], [0.3, 0.3, -0.3], [-0.3, 0.3, 0.3], [0.0, 0.2, 0.2], [0.4, 0.2, -0.2], [-0.3, 0.4, 0.1], [0.0, -0.3, 0.4], [0.0, -0.3, -0.4]], "orbital_gap_ha": 0.3488}